Entry 1:
Molecular formula: C27H47Cl27N2O2
Method: DFT, wB97M-V/def2-TZVPD

Results
Kohn-Sham gap (eV): 8.9
SMILES: CC1(C)CCCC(C)(C)N1O.CC1(C)CCCC(C)(C)N1O.ClC(Cl)Cl.ClC(Cl)Cl.ClC(Cl)Cl.ClC(Cl)Cl.ClC(Cl)Cl.ClC(Cl)Cl.ClC(Cl)Cl.ClC(Cl)Cl.ClC(Cl)Cl
Total energy (hartree): -13741.993951
Net charge: 0
E_HOMO (eV): -8.79

The geometry in XYZ format:
```
105
Properties=species:S:1:pos:R:3:forces:R:3
H 1.741575 4.328060 -1.686526 -0.36 -0.40 0.28
O -1.015600 4.725449 0.745723 0.40 -0.09 0.77
Cl 5.552844 0.196759 0.247848 0.18 0.05 0.17
H -1.718442 4.068556 0.813705 -0.01 0.06 -0.18
C -4.723689 3.335772 -1.190497 0.54 -0.06 0.47
C 0.196318 5.434797 3.447624 0.53 1.87 -0.49
H -1.502550 -3.751861 2.132519 0.38 1.22 -0.51
Cl 8.396654 -0.666871 0.301789 -0.81 0.44 -0.53
H 3.999810 -0.472564 -4.794599 -0.01 0.02 0.49
N 0.135486 4.010102 1.265526 -0.75 0.30 0.22
H -4.854107 -1.494572 1.329994 -0.14 0.30 0.30
Cl -3.047075 2.716295 -0.822211 -0.74 0.38 -0.30
Cl -3.387045 -4.213232 -1.063524 0.53 -0.10 0.64
Cl -0.506283 -4.256798 -3.742811 -0.25 0.11 0.58
Cl -1.800112 0.568859 -4.467378 0.50 0.21 0.01
H -2.802414 -1.248819 1.000262 -0.57 -0.44 -0.45
H 1.658060 -4.053386 1.903783 -0.11 -0.05 0.22
H 2.314978 5.937953 -0.499625 0.25 0.05 -0.36
H 0.721734 6.440423 -0.074601 -0.11 0.18 0.26
H -5.346619 2.838213 -0.432969 0.09 0.55 -0.45
Cl -5.208936 2.782466 -2.797740 0.07 0.31 0.43
Cl -1.283278 -5.013297 4.081184 -0.09 0.53 -0.15
C -0.260193 1.386731 -4.867611 0.14 -1.08 0.09
C 1.263049 4.423992 0.464162 1.58 -0.20 -0.71
C 2.380810 -1.801190 0.677347 -0.71 1.10 -0.62
H -1.056804 2.336430 2.877049 -0.20 -0.88 -0.66
Cl -0.937800 -4.679361 -6.488684 0.05 -0.10 -0.52
H 1.204750 5.913033 3.508671 -0.60 -0.31 -0.71
Cl 0.494938 2.107842 -3.455416 -0.09 -0.39 -0.23
Cl -3.257633 -4.677752 -4.804897 0.00 -0.09 0.46
C 1.086184 -6.763338 -0.429174 0.75 -1.21 0.08
C 2.529715 3.725329 1.006363 -0.30 -1.54 -0.30
Cl -4.806539 5.137183 -1.004202 0.06 -1.36 -0.17
H 3.568406 3.167140 2.823136 -0.59 0.32 -0.28
C 0.601790 -2.635684 -0.997678 -0.23 -1.13 -1.08
Cl -2.416678 -5.798057 1.628979 -0.29 -0.40 -0.54
H -1.183655 0.286885 -1.153956 -0.43 -0.65 -0.10
H -0.516894 6.172005 3.002003 0.56 -0.62 0.25
H 2.921877 4.792177 2.817993 -0.05 0.21 0.07
C -5.772731 -0.963916 1.583670 -0.40 -0.60 1.43
C 6.751634 -0.861303 -0.457696 0.89 -0.66 1.65
C 4.521407 -0.586976 -3.839124 -0.42 0.11 -0.15
Cl -3.655098 -3.666039 3.145277 -0.57 0.57 -0.15
H 0.814156 0.241912 1.970382 -0.44 0.00 0.13
H 0.190140 -4.386714 0.885805 0.17 -0.45 0.21
H 0.730814 -1.624665 2.835030 0.46 0.46 -0.18
H -1.771819 -2.956533 -5.221185 -0.03 0.58 0.21
H 0.993256 0.610766 0.306525 -0.26 -0.31 -0.12
H -0.892948 3.178592 4.343384 -0.32 0.30 -0.35
O -0.037083 -2.106868 2.522464 -0.96 -0.15 -0.07
H 1.220008 2.240227 3.016458 0.13 -0.62 -0.18
H -2.592147 0.525978 1.188099 0.08 -0.40 0.08
Cl -0.232680 -6.573478 -1.566434 -0.07 0.07 0.53
H -0.017312 5.377067 4.510691 -0.53 -0.51 0.10
H 3.166358 -2.522855 0.466212 0.08 -0.01 0.07
H 1.874882 -4.374305 0.154116 -0.45 -0.01 0.65
C -2.180810 -4.384715 2.628404 0.69 -1.95 1.45
C 0.169389 4.077121 2.746077 0.23 0.02 0.40
C 0.222771 0.470342 1.077633 0.11 0.65 -0.60
Cl -6.338196 -0.072628 0.218945 -0.19 0.20 -0.55
Cl 2.628035 -6.531979 -1.308217 -0.19 0.03 0.22
C -2.170422 -0.473769 1.378771 1.03 0.42 0.51
Cl -6.969643 -2.233997 2.112382 0.63 0.60 -0.50
Cl -6.095542 -3.951881 -1.824387 -0.04 0.43 0.21
H 6.807112 -0.734863 -1.496899 0.29 0.74 -1.23
H -0.152347 -1.476658 -2.702294 -0.12 -0.06 0.68
H 2.086876 6.429429 1.099362 -0.47 -0.19 0.51
Cl 1.078944 -8.444148 0.285106 -0.10 1.06 -0.29
H 2.556561 -0.918694 0.006713 -0.23 -0.75 0.54
H -2.089928 -0.675316 2.446901 0.01 0.37 0.13
Cl 6.245243 -0.553310 -4.239467 -0.09 0.03 0.25
C 1.193292 -3.962369 0.929617 0.26 1.15 -0.83
H -4.994450 -2.579432 -0.243098 0.63 -0.59 -0.97
H 1.089306 -6.028792 0.384328 -0.43 -0.71 -0.49
H -1.997378 -1.310274 -0.947203 0.27 -0.10 -0.27
H 2.484352 2.647231 0.691560 0.00 0.71 0.31
H 1.401391 -3.056779 -1.665661 -0.30 0.30 0.90
C -1.054347 -0.776820 -0.838205 0.22 2.12 0.97
H -0.000504 4.131376 -1.246558 -0.13 0.13 -0.36
Cl 4.045107 0.738939 -2.742205 0.20 -0.22 -0.56
Cl -4.166283 -1.843034 -2.372836 -0.28 0.52 0.01
H 1.506828 3.413307 4.308292 -0.12 -0.13 -0.62
C 1.000695 -2.494004 0.451585 0.89 -0.40 0.31
H -2.016035 3.805537 3.098843 0.22 0.12 -0.03
H -0.151787 -3.487177 -0.873535 0.28 1.41 -1.07
H -0.496007 2.179151 -5.536288 -0.08 0.39 -0.55
H -0.189452 1.484356 1.184640 -0.17 -0.40 0.11
C 1.017779 3.893645 -0.974272 0.18 0.69 0.83
C -1.652341 -3.999480 -5.021194 0.14 -0.33 -0.97
H 2.486304 -1.446736 1.708002 0.16 -0.13 -0.06
H 3.438510 4.113940 0.567845 0.05 0.33 -0.53
C -1.044401 3.328825 3.256825 -0.10 0.09 1.28
N -0.214719 -1.975761 1.114599 -0.06 0.31 0.43
C 1.585307 5.890828 0.295342 -0.09 0.98 -0.15
Cl 4.042214 -2.125307 -3.108774 0.11 0.10 -0.18
C 1.402530 3.280676 3.208552 0.82 1.09 0.17
C -0.799838 -0.622248 0.711310 1.25 -1.44 -0.42
H 1.118832 2.836799 -0.876477 0.05 -0.96 -0.43
C -4.669711 -3.055026 -1.200623 -0.94 -0.23 -0.27
Cl -5.482415 0.120835 2.979142 0.15 -0.35 -0.53
Cl 0.830414 0.221559 -5.754484 -0.54 0.71 0.66
H 0.912382 -0.600496 -1.667981 0.18 -0.01 0.21
C 0.102137 -1.332192 -1.628808 -0.14 -0.85 -0.28
Cl 6.352940 -2.551481 -0.263665 -0.51 -0.59 0.17
C 2.693832 3.778907 2.497122 -0.25 -0.77 1.15
```
Positions in Å, forces in eV/Å.

=====

Entry 2:
Molecular formula: C27H47N6O6
Method: DFT, wB97M-V/def2-TZVPD

Results
Kohn-Sham gap (eV): 7.4
Energy relative to the best compared isomer or geometry (same formula, charge and spin) (kcal/mol): 0.0
Total energy (hartree): -1836.918630
Net charge: -1
E_HOMO (eV): -5.30

The geometry in XYZ format:
```
86
Properties=species:S:1:pos:R:3:forces:R:3
H 0.930374 -0.098157 -5.006631 0.03 0.01 0.04
H 1.989244 0.830017 -2.156200 -0.06 -0.15 -0.06
C 0.040519 -5.183902 4.197055 0.00 0.00 0.03
C 1.267984 7.028635 3.872591 0.02 0.04 0.07
H 2.078072 1.721495 0.159835 -0.09 -0.08 0.02
C -2.959049 -2.284537 -2.319285 0.01 0.01 0.00
N -3.698378 -4.062252 -5.414406 0.14 -0.05 -0.18
H 4.827362 0.047995 1.787422 -0.08 -0.05 -0.13
C -1.759010 -1.628396 -1.647544 -0.05 -0.04 -0.03
C 1.239511 3.345746 1.896397 0.02 0.12 -0.05
H 2.136376 1.836028 3.083592 -0.10 -0.08 -0.13
H 1.859247 0.514599 -6.375157 -0.01 0.00 0.00
N 2.845291 -5.079612 1.747556 0.05 -0.12 -0.04
H -2.271297 -2.149779 0.398781 0.01 0.00 0.02
H -0.623230 6.317337 4.607667 -0.03 0.02 0.02
C 1.292735 0.811159 -5.491240 -0.14 0.02 -0.05
H -0.899782 -2.299376 -1.675532 0.03 0.03 0.04
C 2.154992 -0.709572 -0.215251 0.03 -0.31 0.10
H 0.226078 3.536584 1.482198 0.02 -0.04 -0.06
C 2.318668 -0.714651 2.304888 0.28 0.06 -0.27
C 2.822206 0.011766 1.000616 -0.01 -0.13 -0.22
H 5.963342 0.738705 -0.347482 -0.11 -0.01 -0.04
H -1.493408 8.441260 5.482797 -0.02 0.00 -0.03
H 0.665925 1.311178 2.210539 0.05 0.06 0.08
C -0.643407 8.444054 4.798317 -0.01 -0.09 0.01
H 4.435095 1.514816 -2.020040 0.02 0.02 0.14
H -7.024130 -4.961347 -2.606963 -0.02 0.01 -0.03
H -0.637376 -4.424651 3.802613 0.01 0.01 -0.01
H -1.558744 2.742831 -4.947105 0.00 0.00 0.00
O 1.097041 -0.989665 2.293436 -0.31 -0.11 0.09
H 2.029585 7.772818 4.113526 -0.03 0.03 0.00
H -6.315693 -5.733901 -4.870136 -0.01 0.00 0.01
O 4.153092 0.842826 -1.389686 0.19 0.12 -0.21
H -5.773750 -3.729750 -2.616901 -0.01 0.01 -0.01
H 0.940367 7.196491 2.845468 0.00 -0.01 -0.01
H 1.420112 -2.848671 3.405166 0.03 0.04 -0.02
C -0.711408 2.125863 -4.647523 -0.02 0.03 -0.04
C 1.591110 1.896257 2.133149 0.03 -0.04 0.06
H 1.800930 -1.697114 0.098239 -0.11 0.18 -0.01
C -3.129469 -0.313970 -0.063116 0.10 0.03 0.08
H -6.770113 -4.030880 -4.875283 -0.01 -0.02 -0.02
O 3.151218 -0.947047 3.197458 0.12 0.13 0.09
H -1.129549 -0.812734 0.264833 -0.01 -0.04 0.01
H -1.029564 8.627649 3.793504 0.00 0.01 0.00
O 1.218194 0.233268 -2.139607 0.08 0.13 0.33
H 4.589462 -1.117821 0.482199 0.00 0.07 0.06
C 2.508090 -4.451197 2.648404 -0.04 0.14 -0.05
C -6.016316 -4.736764 -2.961005 0.05 -0.02 0.04
C -4.733588 -4.393349 -5.049240 -0.07 0.14 0.12
C 4.895783 0.925337 -0.164819 -0.06 0.03 0.12
H -5.247429 -6.751292 -2.708608 0.00 0.00 0.00
H 0.495701 2.609983 -6.370532 0.01 0.00 -0.01
H -3.256261 -3.191670 -1.784444 0.00 0.01 0.00
H 0.999640 -3.900037 5.634191 0.03 0.02 0.00
H -0.499982 -5.764446 4.947187 0.00 0.00 0.00
C -6.039395 -4.746104 -4.495155 -0.04 -0.06 0.05
C 0.097843 7.102198 4.842967 0.06 -0.02 -0.03
O 1.051929 0.051318 -0.717777 -0.27 -0.15 -0.33
N 0.882046 10.459298 5.449622 0.07 0.08 0.05
C 2.043653 -3.662880 3.787610 -0.06 -0.24 0.13
H -0.509409 1.186184 -6.578531 0.03 -0.02 -0.01
C 0.115829 1.721467 -5.861734 -0.05 0.02 0.06
H 1.949258 -5.308886 5.188081 0.01 0.01 0.01
C 2.215109 1.459912 -4.563785 0.06 -0.18 -0.07
C 0.212070 9.573256 5.162865 -0.04 -0.02 -0.05
N 2.944077 1.934013 -3.816660 0.16 0.27 -0.10
N 2.462695 1.442042 1.052448 0.17 0.17 0.16
H -1.097870 1.250072 -4.124423 0.03 0.00 0.02
H 1.734668 6.047038 3.903193 0.01 -0.01 -0.04
H 0.442421 6.920042 5.862899 -0.01 0.01 0.01
H -2.734162 -2.563357 -3.348390 0.01 -0.02 0.00
H 0.304331 -5.856356 3.378939 0.00 0.02 -0.02
N -3.992011 0.440442 0.010622 -0.13 0.03 -0.03
C -2.020926 -1.260313 -0.183341 0.14 0.02 -0.03
H -1.468046 -0.728131 -2.190806 0.05 0.01 0.02
O 1.961954 4.286354 2.121379 -0.06 -0.16 0.04
H -4.003401 -5.496808 -2.684683 0.00 -0.01 -0.02
H 2.860280 -0.842068 -1.036316 -0.13 0.06 0.24
H 4.778985 1.925753 0.266163 0.03 -0.12 -0.05
H 2.909401 -3.184720 4.241462 -0.01 0.08 -0.02
C 1.284343 -4.535875 4.793544 -0.04 0.00 -0.03
H -3.816824 -1.607864 -2.336818 -0.01 0.00 0.02
H -5.055585 -5.718824 -1.290559 0.00 0.00 0.00
C -5.023321 -5.734256 -2.379595 -0.01 0.02 0.00
H -0.115181 2.699848 -3.937156 0.01 -0.04 0.02
C 4.344994 -0.101164 0.815068 0.07 0.14 0.13
```
Positions in Å, forces in eV/Å.

=====

Entry 3:
Molecular formula: C27H47NO2P2Zr
Method: DFT, wB97M-V/def2-TZVPD

Results
Kohn-Sham gap (alpha / beta) (eV): 4.3 / 4.9
Energy relative to the best compared isomer or geometry (same formula, charge and spin) (kcal/mol): 80.8
Total energy (hartree): -1991.938578
Net charge: 0
E_HOMO (alpha / beta) (eV): -5.54 / -5.73

The geometry in XYZ format:
```
80
Properties=species:S:1:pos:R:3:forces:R:3
H 0.448936 0.568549 4.315630 0.37 0.88 -0.39
H -0.380735 -1.287976 4.946623 -0.44 -0.29 -0.38
C 0.940668 -1.953457 -2.243313 -0.23 0.33 0.01
C 3.772987 2.135737 -2.675417 0.04 0.21 -0.04
H 3.490449 2.610433 2.423321 0.45 -0.30 -0.34
N -1.977827 0.426560 0.868542 2.90 0.94 0.85
H -1.894721 4.116057 -2.016642 -0.17 -0.25 0.05
H -1.134759 -2.900949 4.619378 -0.12 0.60 0.23
C -4.927480 -0.120232 -1.166810 0.08 0.10 0.50
H -2.010054 -3.678760 -1.542605 0.11 0.08 -0.13
C -5.627927 0.579952 1.062161 0.28 -0.09 0.06
H -2.776209 -0.193847 -1.495123 -0.37 -0.04 0.36
H 3.011111 2.490295 -3.376194 0.09 -0.07 0.04
C 2.935165 1.675211 2.247863 1.72 0.59 1.00
C -1.937500 3.166042 -1.464643 0.12 -0.01 -0.04
H 4.892336 1.290950 -0.336341 -0.04 0.02 -0.04
H -2.101417 4.369003 1.259228 0.28 0.06 -0.10
H -1.789949 -2.914554 0.710996 -0.33 0.02 0.70
H 3.468326 0.833785 2.739265 0.02 0.77 -0.41
H 1.713836 -2.640599 2.822017 -0.30 -0.51 -0.18
C -0.011873 -2.834300 -1.445832 0.09 0.25 0.11
P -0.600302 3.160879 -0.211376 -0.27 -0.15 -0.42
H -6.402059 0.832391 1.791647 0.05 -0.12 -0.40
C 0.645870 -4.171369 -1.125754 0.25 -0.27 0.00
H 4.621952 1.746194 -3.247141 -0.11 0.08 0.00
H 0.900615 3.359269 -2.121324 -0.04 0.11 0.23
C 2.172649 -1.540254 -4.285487 -0.20 -0.06 -0.34
C 0.781261 3.884584 -1.164484 0.12 0.30 -0.10
H -2.100930 -1.403589 4.324840 0.64 -0.09 0.07
C 1.439345 1.040260 4.192711 0.44 -0.35 1.41
C -4.304927 0.671567 1.466894 0.73 -0.06 -0.32
H 4.131270 3.005604 -2.111336 0.00 -0.15 -0.06
H 3.995981 -0.229608 -0.163141 -0.03 0.00 -0.03
H 2.898928 1.463292 1.172991 -0.53 0.36 0.22
C -3.597862 -0.028603 -0.786302 -0.35 0.20 0.31
C -1.146283 4.618449 0.774528 -0.04 0.09 0.29
H -0.423007 4.877076 1.561209 -0.17 -0.15 -0.23
C 2.755441 -0.405670 -3.729553 0.20 -0.38 0.09
H -3.977955 1.025217 2.457757 -0.41 -0.25 -0.44
H 1.593984 -4.037036 -0.595262 -0.04 0.01 -0.09
H -0.398034 -1.309458 0.984687 0.43 -0.19 -0.92
H 0.001392 -4.800883 -0.502753 -0.04 0.08 -0.05
H 0.494205 -3.906813 3.279901 0.33 0.16 -0.44
H 3.464792 0.182482 -4.309967 -0.13 -0.19 0.09
P -0.541076 -1.879426 2.520391 0.21 2.22 -0.55
C -1.338296 -3.069507 -2.161830 -0.17 0.09 -0.11
H 0.865375 -3.227373 -3.958088 0.12 0.25 -0.02
H 0.563804 4.946451 -1.340965 0.22 -0.19 -0.16
C 1.668520 1.849187 2.982478 -4.83 -3.34 -3.86
H 0.859051 -4.730246 -2.044983 0.00 0.05 0.11
H 1.668893 1.686376 5.023259 0.06 0.12 0.95
H 0.860851 -3.594690 1.519533 0.10 0.20 0.59
H 2.517423 1.584559 -1.050588 0.01 -0.09 -0.08
C 1.462356 -0.747638 -1.725791 -0.31 0.04 -0.26
H 2.399875 -1.819090 -5.311511 -0.01 0.04 0.15
C 1.284548 -2.310212 -3.542032 0.45 -0.04 0.04
H -1.804042 2.320927 -2.151411 -0.06 0.23 0.12
C 3.221017 1.079110 -1.724306 -0.36 0.23 -0.15
H 5.083505 0.000733 -1.529627 -0.08 0.05 0.06
O 0.954697 -0.202598 -0.612533 1.32 0.02 -0.47
H 2.170131 0.224231 4.209491 -0.08 0.22 0.18
H -5.175729 -0.420929 -2.180499 -0.07 0.05 0.10
C -5.937674 0.166408 -0.238111 -0.26 0.04 0.05
O 0.598616 2.127759 2.294319 2.98 1.55 2.02
C -1.991492 -2.748337 1.786628 0.29 0.09 0.60
H -2.083715 -3.700820 2.348988 -0.32 0.42 -0.46
H -2.909638 3.053700 -0.967139 0.24 -0.01 -0.13
H -2.862463 -2.080480 1.937168 0.30 -0.56 -0.24
Zr -0.049047 0.553008 0.922846 -3.68 -2.39 1.03
H 1.721509 3.794144 -0.605857 -0.17 0.09 -0.11
C 2.467366 -0.041268 -2.423024 -0.07 0.16 0.09
H -1.845919 -2.121821 -2.373153 0.07 -0.18 0.00
H -1.179136 -3.599463 -3.110831 -0.10 0.10 0.17
C 4.357730 0.508020 -0.884247 0.20 -0.26 0.12
C -1.082091 -1.838866 4.290025 -0.24 -0.95 0.49
H -1.300583 5.510139 0.134440 0.10 -0.52 0.19
H -6.979127 0.078064 -0.520425 0.01 0.01 -0.09
H -0.214433 -2.324638 -0.496135 0.05 0.00 -0.28
C -3.257421 0.350764 0.550890 -1.23 -0.11 -0.89
C 0.776931 -3.148064 2.527246 -0.08 0.13 0.09
```
Positions in Å, forces in eV/Å.

=====

Number 2 is which compound?
C27H47N6O6

=====

Among the records above, which one has the highest total energy?
C27H47N6O6

=====

Which value of total energy does entry 2 give?
-1836.918630 hartree